{
  "formula": "C68H82B4F16N10O8",
  "method": "ωB97M-V/def2-TZVPD",
  "charge": 2,
  "homo_energy_ev": -9.11,
  "spin_multiplicity": 1,
  "e_tot_ev": -149309.936,
  "homo_lumo_gap_ha": 0.055,
  "lumo_ha": -0.27982,
  "max_force_ha_per_bohr": 0.078,
  "elements": ["C", "N", "C", "C", "C", "C", "C", "C", "C", "C", "N", "C", "C", "C", "H", "H", "H", "H", "H", "H", "H", "H", "H", "H", "H", "H", "H", "H", "C", "N", "C", "C", "C", "C", "C", "C", "C", "C", "N", "C", "C", "C", "H", "H", "H", "H", "H", "H", "H", "H", "H", "H", "H", "H", "H", "H", "C", "N", "C", "C", "C", "C", "C", "C", "C", "C", "N", "C", "C", "C", "H", "H", "H", "H", "H", "H", "H", "H", "H", "H", "H", "H", "H", "H", "C", "N", "C", "C", "C", "C", "C", "C", "C", "C", "N", "C", "C", "C", "H", "H", "H", "H", "H", "H", "H", "H", "H", "H", "H", "H", "H", "H", "C", "N", "C", "C", "C", "C", "C", "C", "C", "C", "N", "C", "C", "C", "H", "H", "H", "H", "H", "H", "H", "H", "H", "H", "H", "H", "H", "H", "B", "F", "F", "F", "F", "B", "F", "F", "F", "F", "B", "F", "F", "F", "F", "B", "F", "F", "F", "F", "C", "C", "O", "O", "H", "H", "H", "C", "C", "O", "O", "H", "H", "H", "C", "C", "O", "O", "H", "H", "H", "C", "C", "O", "O", "H", "H", "H"],
  "coordinates": [[7.28588, 3.60702, 1.37792], [6.58140, 3.89033, 2.64764], [5.21149, 3.76225, 2.74674], [4.61543, 4.16501, 3.94454], [5.34126, 4.59451, 5.04636], [6.73107, 4.60739, 4.89162], [7.34863, 4.15957, 3.71546], [4.60321, 5.05888, 6.21866], [5.11218, 5.14308, 7.48774], [4.34778, 5.41474, 8.59133], [3.01094, 5.57800, 8.47804], [2.39461, 5.56858, 7.29678], [3.21433, 5.23478, 6.18400], [2.18814, 5.88213, 9.69938], [7.17463, 4.45862, 0.70673], [6.72031, 2.79374, 0.92314], [8.34252, 3.34722, 1.44201], [4.64020, 3.46723, 1.87899], [3.53829, 4.13521, 4.01716], [7.36413, 5.09756, 5.61645], [8.40411, 4.29116, 3.52832], [6.14779, 5.01259, 7.76500], [4.68225, 5.45257, 9.61754], [1.31902, 5.66597, 7.30197], [2.66142, 5.12733, 5.26251], [1.82027, 6.89767, 9.55287], [2.91096, 5.74886, 10.50429], [1.50739, 5.07771, 9.97792], [-1.15434, 1.31192, 0.35296], [-1.09171, 2.62656, -0.35987], [-1.21727, 2.64071, -1.66499], [-1.39071, 3.83825, -2.38229], [-1.62335, 5.07656, -1.72544], [-1.46871, 5.01265, -0.34286], [-1.23404, 3.78434, 0.30770], [-1.90405, 6.30653, -2.53090], [-1.67256, 6.38384, -3.89294], [-2.02047, 7.48659, -4.64265], [-2.60074, 8.55738, -4.13917], [-2.91328, 8.55155, -2.77612], [-2.55018, 7.47796, -1.95610], [-3.09463, 9.64194, -4.98863], [-0.75475, 1.43028, 1.36014], [-0.58652, 0.54382, -0.17211], [-2.21488, 1.08550, 0.46292], [-1.06137, 1.73147, -2.22657], [-1.37711, 3.82010, -3.46204], [-1.85250, 5.76799, 0.32690], [-1.32829, 3.72695, 1.38204], [-1.07905, 5.68060, -4.45829], [-1.95763, 7.49333, -5.72080], [-3.46946, 9.44092, -2.51907], [-2.93304, 7.56560, -0.95005], [-2.30835, 10.04596, -5.62630], [-3.43237, 10.47844, -4.37683], [-3.94115, 9.22843, -5.53683], [2.82856, -0.50240, 5.01909], [2.52109, -0.54063, 3.58981], [3.02722, 0.40482, 2.71764], [2.85323, 0.25802, 1.35997], [2.00073, -0.77789, 0.88828], [1.39884, -1.60164, 1.84808], [1.75003, -1.49458, 3.19427], [1.76237, -1.06664, -0.54243], [1.82576, -2.39659, -0.99595], [1.54522, -2.74327, -2.33417], [1.22448, -1.68053, -3.17259], [1.34890, -0.38476, -2.80482], [1.61088, -0.05458, -1.51634], [0.79302, -1.93032, -4.56096], [3.16225, -1.47931, 5.36892], [1.94884, -0.13987, 5.55085], [3.64494, 0.21624, 5.09096], [3.52119, 1.25323, 3.16775], [3.47805, 0.81326, 0.67608], [0.71401, -2.36688, 1.51370], [1.24201, -2.07155, 3.95284], [2.04543, -3.14902, -0.25298], [1.43588, -3.73824, -2.73974], [1.25903, 0.38880, -3.55310], [1.75380, 0.99051, -1.28447], [1.52020, -1.67062, -5.33030], [-0.14711, -1.41300, -4.75233], [0.50948, -2.98084, -4.62502], [-1.36559, -5.84827, -6.63269], [-2.03507, -4.65557, -6.06996], [-2.25013, -3.64882, -6.91855], [-2.73031, -2.42846, -6.46770], [-3.03983, -2.23761, -5.10846], [-2.84051, -3.32901, -4.27962], [-2.27984, -4.45979, -4.76693], [-3.61987, -1.00801, -4.64141], [-4.65213, -0.99768, -3.69484], [-5.02339, 0.21931, -3.12687], [-4.47266, 1.45260, -3.44079], [-3.50275, 1.44389, -4.38040], [-3.04477, 0.22441, -4.98394], [-5.02067, 2.62046, -2.85300], [-1.94934, -5.99107, -7.54206], [-1.46828, -6.74049, -6.01502], [-0.33623, -5.55543, -6.83945], [-1.91306, -3.67883, -7.94417], [-2.96687, -1.63763, -7.16413], [-3.05729, -3.37917, -3.22279], [-2.01637, -5.32923, -4.18292], [-5.01117, -1.93560, -3.29760], [-5.77200, 0.21997, -2.34841], [-3.22609, 2.37744, -4.84766], [-2.23096, 0.21456, -5.69389], [-5.35067, 2.35471, -1.84872], [-5.82722, 3.03446, -3.45813], [-4.24951, 3.38797, -2.78702], [-9.93071, -5.73006, 0.76410], [-8.45890, -5.80459, 0.56263], [-7.94958, -6.07278, -0.66193], [-6.58420, -6.03368, -0.76541], [-5.69467, -5.85352, 0.29958], [-6.25135, -5.66877, 1.55293], [-7.66478, -5.60126, 1.65394], [-4.21933, -5.95444, 0.19192], [-3.67024, -6.99547, -0.57674], [-2.30271, -6.99668, -0.83611], [-1.45224, -6.13120, -0.21321], [-1.97297, -5.20088, 0.66689], [-3.35471, -5.11392, 0.81580], [-0.00227, -6.18850, -0.43997], [-10.38799, -6.23909, -0.08436], [-10.17837, -4.67206, 0.85004], [-10.17029, -6.25263, 1.69018], [-8.70659, -6.23821, -1.41424], [-6.17894, -6.21036, -1.75077], [-5.61610, -5.62621, 2.42530], [-8.12964, -5.52114, 2.62548], [-4.25851, -7.62127, -1.23151], [-1.85876, -7.76567, -1.45089], [-1.29513, -4.41798, 0.97351], [-3.74896, -4.32468, 1.43875], [0.17376, -5.68917, -1.39274], [0.46129, -7.17110, -0.52778], [0.55795, -5.74012, 0.38052], [3.09060, -4.76818, 2.31255], [3.18745, -5.02296, 3.67849], [1.74253, -4.64315, 1.96890], [3.81118, -3.67215, 1.99821], [3.72197, -5.85886, 1.65552], [1.56077, -1.71139, 8.20301], [2.40011, -2.56159, 7.41717], [1.02802, -2.35749, 9.33098], [2.27369, -0.63394, 8.60575], [0.53266, -1.26507, 7.41358], [0.82130, 3.06771, 3.56920], [0.42071, 4.28457, 3.98904], [1.55667, 3.19026, 2.41603], [1.61837, 2.49608, 4.54169], [-0.24422, 2.28949, 3.34361], [6.47197, 0.46551, 4.33268], [6.15040, 0.50367, 2.96644], [6.04006, 1.69426, 4.87170], [5.83359, -0.49246, 5.07299], [7.81172, 0.36171, 4.42503], [-2.22867, -1.22996, 3.31097], [-2.18351, -2.45737, 4.16058], [-3.04482, -2.53930, 5.07060], [-1.38445, -3.34265, 3.88867], [-2.24911, -0.36860, 3.97861], [-3.16282, -1.13923, 2.75669], [-1.42540, -1.09052, 2.58749], [5.90712, 2.80119, -2.45246], [4.95424, 3.37982, -1.34009], [4.08102, 2.63572, -0.86925], [5.19088, 4.49816, -0.88596], [5.46145, 2.93614, -3.43799], [6.16547, 1.75299, -2.30208], [6.87138, 3.30561, -2.51461], [2.24635, -7.67391, -4.06405], [0.86422, -6.97828, -4.08650], [-0.19290, -7.56254, -3.87011], [0.88423, -5.71959, -4.26714], [2.37171, -8.21396, -3.12558], [2.98453, -6.88521, -4.20942], [2.40819, -8.48189, -4.77756], [0.10930, 1.08431, -7.17016], [0.55373, 1.61131, -5.81452], [-0.29158, 1.99636, -4.96875], [1.78545, 1.39082, -5.59947], [-0.37629, 0.10874, -7.14637], [0.96538, 1.12301, -7.84375], [-0.56260, 1.72154, -7.74514]],
  "forces_ev_per_angstrom": [[-1.0718, -0.2782, -1.0868], [-0.0432, -1.2140, 0.3112], [1.3608, 1.1074, 1.1509], [-0.2150, -0.6756, -0.8626], [0.9719, 0.0630, -1.5194], [0.3084, 0.0730, 0.0210], [-1.6620, 1.5834, 0.4699], [-1.6049, -0.4729, 0.5960], [1.6111, 0.3847, 1.7339], [-1.3513, -0.1393, -0.0390], [-0.7759, 0.4427, 0.8735], [2.3707, -1.3960, -1.2983], [-1.9386, 0.7991, -0.0590], [1.7073, -0.7054, 0.0824], [-0.1749, 0.0840, 0.0963], [0.3050, -0.0695, -0.1244], [-0.2828, -0.0409, 0.7620], [0.1634, -0.0455, -0.3356], [0.0457, -0.3767, -0.3915], [0.1131, -0.3882, 0.2862], [-0.0050, -0.3442, 0.1530], [0.2658, -0.2217, -0.5526], [0.4793, -0.0404, -0.2147], [0.0613, 0.0508, -0.3206], [-0.0075, 0.0697, -0.0430], [-0.3005, -0.3450, 0.5534], [-0.0937, 0.9255, 0.2359], [-0.6005, 0.2694, -0.9188], [0.1358, 0.3917, 0.7315], [-0.6837, 0.0851, 1.1442], [0.7537, 1.3444, -2.6926], [-0.3230, 0.3295, 0.5090], [1.2405, -1.3425, -0.3219], [-1.2032, -0.9536, 0.6776], [-0.3711, 0.7628, -0.1026], [-1.1652, 1.5034, 1.1110], [0.9196, -0.0156, -0.2546], [-0.2935, 0.0431, -0.7527], [-0.6074, -0.3049, 2.7744], [0.9937, -0.7198, -1.3990], [-0.3765, 0.0156, -1.5647], [-0.2531, 0.4214, -0.1048], [0.2181, 0.1323, 0.0672], [-0.1684, 0.2612, -0.1593], [0.0733, -0.2582, -0.1614], [0.0159, -0.1944, 0.0467], [0.0884, -0.5499, -0.0982], [0.6581, 0.5057, -0.0225], [0.5126, -0.1403, 0.2341], [-0.1852, -0.5590, 0.2207], [0.5269, -0.0871, -0.0838], [0.0880, -0.1658, 0.6944], [0.3867, -0.3394, 0.2290], [-0.0427, -0.4024, -0.1109], [-0.0359, -0.2449, 0.0966], [0.1352, 0.3220, -0.2738], [0.6855, 1.1659, 0.4823], [1.2366, 2.0231, -0.4495], [-0.4157, -1.0551, 0.4965], [-0.2718, -0.8440, -0.2682], [0.1953, -0.0732, 1.3604], [0.4350, 0.1710, -0.7745], [-2.2398, -1.0533, -1.4768], [0.7757, 0.2901, -0.6776], [-0.6454, -0.4471, -0.7889], [-0.6380, 2.7805, 0.9312], [0.5689, -0.8352, -0.2516], [0.0023, -0.4723, -0.0976], [0.3216, -0.2283, 1.1426], [-0.6607, -0.8560, 0.0306], [-0.2012, 0.0518, -0.0293], [0.0224, -0.2578, 0.1218], [-0.0645, -0.2259, 0.4834], [0.3508, -0.3573, 0.0241], [-0.2259, 0.6502, -0.1381], [-0.0025, -0.1799, 0.4101], [0.2834, -0.5353, 0.1064], [0.1888, -0.3739, -0.0437], [0.2444, -0.2112, -0.1575], [-0.0907, -0.0181, -0.5615], [0.1232, 0.1909, 0.2288], [0.1448, 0.1249, 0.3684], [0.1779, 0.5409, 0.0964], [0.4937, -0.2545, -0.0917], [-0.6539, -0.0938, -0.5074], [0.5294, 0.8278, 0.0207], [0.0726, 1.8204, 0.0896], [-0.3218, -0.1103, 0.5159], [-0.0734, -1.2969, -1.3354], [-0.0913, 0.2910, 0.7584], [0.4783, -2.2312, -0.5808], [0.1979, 1.7465, 0.8902], [0.5638, 1.5016, 0.6166], [0.0836, -0.4370, 0.1420], [0.4297, -3.7306, -1.4284], [0.1304, -1.4747, -1.6760], [-0.9954, 0.8679, 0.9023], [-0.1466, 1.4723, 0.6264], [0.4687, -0.3840, -0.2316], [0.3309, 0.3655, 0.3791], [0.0021, -0.4059, 0.1857], [-0.1834, -0.7395, -0.0960], [0.2963, -0.0328, -0.2128], [-0.0246, 0.5390, 0.1181], [0.1348, -0.0492, 0.4083], [-0.4960, 0.1709, -0.0386], [-0.0374, 0.2227, 0.0298], [0.5258, 0.1816, 0.5109], [0.1548, 0.6648, 0.0159], [-0.1628, 0.2962, -0.1126], [-0.1668, -0.2121, 0.1015], [0.0417, -0.0992, 0.1021], [0.5127, -0.1822, 0.0426], [0.2887, 0.0476, 1.3607], [0.1307, 0.8204, 1.7258], [0.7116, -0.5141, -1.4824], [-0.5612, 0.0330, 0.6040], [-1.7458, 0.1869, -0.0660], [1.3968, -0.7646, -0.7899], [-0.2263, -1.8662, -1.3683], [0.7865, 1.2345, -1.2108], [0.1713, -0.2186, 1.1835], [-1.5587, -0.0844, 1.3121], [0.1405, -0.6943, -2.1676], [0.7202, 1.1853, 1.1373], [1.1233, 0.3227, -0.4140], [-0.2265, 0.3011, 0.1952], [-0.3149, -0.1933, -0.1717], [-0.0915, 0.0649, -0.1458], [0.4417, -0.0775, -0.3571], [0.1029, -0.0443, -0.1174], [-0.1983, 0.1902, 0.2661], [-0.2745, 0.2268, -0.1066], [-0.2115, -0.3630, 0.4340], [0.2728, 0.1559, -0.2741], [0.1795, -0.2474, 0.8456], [0.2420, 0.2087, 0.2087], [0.1886, 0.1120, -0.0139], [-0.8955, -0.3852, -0.0369], [-0.2522, 0.5003, 0.1729], [1.6612, -2.2466, 1.6618], [-0.4481, 0.1808, 0.1692], [-1.3084, 0.1579, -1.0709], [0.3111, 2.2661, -0.8555], [-0.8058, -0.2279, -0.6661], [0.0214, -1.5061, 0.0574], [-0.2176, 0.0109, 0.2792], [0.1252, -0.3986, -0.0108], [1.4453, 1.7899, 0.6977], [-1.3533, 0.4340, -1.2431], [1.5983, -0.3845, 0.7734], [-0.7771, 2.6170, 0.6824], [0.8465, 0.2707, -1.7479], [0.8893, -0.4257, 0.8221], [-2.6689, -1.7892, -0.9757], [-0.3956, 0.0879, 0.1089], [-0.7854, -0.1212, -0.7640], [-0.3594, 1.5611, 0.3015], [-0.5095, -0.9338, -0.1715], [1.9474, -0.0070, 0.2670], [-0.2300, 1.8249, -0.3659], [-1.7455, -0.5277, 1.1789], [-0.2378, 0.5010, -0.4136], [1.6710, -1.3999, -1.3565], [0.1848, 0.1685, 0.0085], [-0.3808, -0.3162, -0.0643], [0.3758, -0.2631, 0.0733], [-0.0758, 0.3543, 0.1323], [1.3594, -0.6918, -0.0640], [-1.4783, -1.7453, 0.0158], [0.7276, 1.7761, 0.0316], [-0.2157, -0.2133, -0.0252], [-0.5105, -0.1252, 0.0594], [-0.1246, 0.4220, 0.2959], [-0.4800, 0.0866, 0.0636], [1.0742, 1.2237, -0.0989], [-1.6011, -1.6313, 0.3824], [0.2247, 0.8981, -0.2089], [0.0687, 0.4025, 0.3112], [0.1360, -0.3545, 0.1905], [-0.4082, 0.2618, -0.4520], [-0.1665, 1.1925, -1.4158], [2.6256, -1.9680, 0.2431], [-1.3876, 0.6038, 0.6292], [-1.8867, 0.6548, 0.1643], [0.3072, -0.2868, 0.2016], [0.2013, -0.8095, 0.2645], [-0.6517, 0.3492, 0.4749]]
}